{
  "formula": "C3H4N2S",
  "method": "ωB97M-V with the def2-TZVPD basis set",
  "de_lowest_kj_mol": 47.07,
  "charge": 0,
  "e_homo_ev": -8.897,
  "smiles": "N#CCC(N)=S",
  "orbital_gap_ev": 9.2,
  "elements": ["C", "C", "C", "H", "H", "H", "H", "N", "N", "S"],
  "xyz": [[-0.721, 0.429, 0.274], [0.788, 0.484, 0.410], [1.476, -0.467, -0.484], [-2.221, -0.620, -0.550], [-0.685, -1.391, -0.744], [1.061, 0.264, 1.431], [1.155, 1.525, 0.220], [-1.264, -0.659, -0.295], [1.976, -1.271, -1.149], [-1.565, 1.706, 0.887]],
  "mulliken_charge": [0.2382, -0.4028, 0.2176, 0.2215, 0.2323, 0.2639, 0.3002, -0.3621, -0.3936, -0.3152]
}

{
  "formula": "C3H6OS2",
  "method": "ωB97M-V with the def2-TZVPD basis set",
  "de_lowest_kj_mol": 504.13,
  "charge": 0,
  "e_homo_ev": -9.143,
  "orbital_gap_ev": 8.6,
  "elements": ["C", "C", "C", "H", "H", "H", "H", "H", "H", "O", "S", "S"],
  "xyz": [[0.286, -0.034, -0.922], [0.647, -0.596, 0.276], [-0.415, 0.446, 0.321], [-1.462, -0.694, -1.868], [1.234, 0.503, -1.128], [0.457, -1.743, 0.549], [2.461, -0.159, 1.869], [-0.210, 1.320, 0.972], [-2.775, 1.493, 0.883], [-0.483, -0.433, -1.981], [2.411, 0.077, 0.366], [-2.151, -0.179, 0.663]],
  "mulliken_charge": [-0.1343, 0.0033, -0.2891, 0.3477, 0.2580, 0.2719, 0.1633, 0.3264, 0.1655, -0.5623, -0.2756, -0.2748]
}

{
  "formula": "C5H31NO11",
  "method": "ωB97M-V with the def2-TZVPD basis set",
  "de_lowest_kj_mol": 152.56,
  "charge": 0,
  "e_homo_ev": -10.459,
  "smiles": "CCCCNC=O.O.O.O.O.O.O.O.O.O.O",
  "orbital_gap_ev": 10.7,
  "elements": ["O", "C", "N", "C", "C", "C", "C", "H", "H", "H", "H", "H", "H", "H", "H", "H", "H", "H", "H", "H", "O", "H", "H", "O", "H", "H", "O", "H", "H", "O", "H", "H", "O", "H", "H", "O", "H", "H", "O", "H", "H", "O", "H", "H", "O", "H", "H", "O"],
  "xyz": [[-0.886, -2.133, -0.335], [-1.642, -1.743, -1.233], [-1.357, -0.826, -2.167], [-0.146, 0.025, -2.137], [-0.008, 0.953, -0.919], [-0.367, 2.479, -1.095], [0.442, 3.179, -2.168], [-2.617, -2.282, -1.338], [-2.239, -0.301, -2.442], [-0.330, 0.594, -3.073], [0.771, -0.564, -2.121], [1.074, 1.015, -0.681], [-0.603, 0.581, -0.068], [-1.439, 2.515, -1.344], [-0.254, 2.954, -0.117], [-0.113, 4.079, -2.560], [1.314, 3.575, -1.632], [0.606, 2.512, -3.015], [-1.355, 0.007, 2.520], [-0.699, 1.035, 1.740], [-1.596, 0.693, 1.870], [-1.398, -2.302, 1.377], [-2.408, -2.265, 2.673], [-1.517, -2.334, 2.337], [1.779, -2.098, 1.952], [0.664, -2.119, 2.976], [1.608, -1.933, 2.904], [-3.200, 0.516, 1.026], [-4.618, 0.654, 1.679], [-4.149, 0.404, 0.874], [2.167, -0.372, 2.861], [2.261, 1.002, 3.370], [2.084, 0.571, 2.524], [3.788, -0.358, 0.525], [3.125, -1.401, -0.241], [3.981, -0.919, -0.245], [-4.287, 0.720, -1.147], [-4.681, -0.713, -1.094], [-4.248, -0.086, -1.681], [0.627, -1.905, -0.018], [1.545, -3.234, 0.028], [1.571, -2.299, 0.262], [2.036, 3.852, 2.426], [2.926, 3.430, 1.280], [1.998, 3.519, 1.524], [4.646, -0.106, -2.861], [3.700, 0.070, -1.747], [3.750, 0.222, -2.716]],
  "mulliken_charge": [-0.7666, -0.1476, -0.0682, -0.9384, 0.6190, -0.6265, -1.1416, 0.3836, 0.3233, 0.4144, 0.3203, 0.3042, -0.3753, 0.3331, 0.3126, 0.3316, 0.2548, 0.3343, 0.3074, 0.2673, -0.6702, 0.4666, 0.2779, -0.6588, 0.4612, 0.3142, -0.7880, 0.4274, 0.2628, -0.6366, 0.3448, 0.2426, -0.5246, 0.3299, 0.3815, -0.7381, 0.3491, 0.3011, -0.6659, 0.5042, 0.2514, -0.7422, 0.2582, 0.2925, -0.5401, 0.2936, 0.4153, -0.6515]
}

{
  "formula": "C6H14O",
  "method": "ωB97M-V with the def2-TZVPD basis set",
  "de_lowest_kj_mol": 15.14,
  "charge": 0,
  "e_homo_ev": -10.220,
  "smiles": "CC(C)C[C@@H](C)O",
  "orbital_gap_ev": 11.2,
  "elements": ["C", "C", "C", "C", "C", "C", "O", "H", "H", "H", "H", "H", "H", "H", "H", "H", "H", "H", "H", "H", "H"],
  "xyz": [[-1.731, -0.542, -1.202], [-1.117, -0.333, 0.184], [-2.138, 0.290, 1.136], [0.154, 0.529, 0.131], [1.426, -0.229, -0.233], [2.652, 0.675, -0.155], [1.541, -1.301, 0.696], [-2.633, -1.163, -1.141], [-1.035, -1.036, -1.891], [-2.022, 0.419, -1.648], [-0.827, -1.311, 0.588], [-3.043, -0.324, 1.207], [-2.438, 1.289, 0.793], [-1.718, 0.393, 2.143], [0.323, 0.986, 1.115], [0.018, 1.354, -0.584], [1.334, -0.632, -1.257], [2.763, 1.049, 0.869], [2.564, 1.531, -0.832], [3.566, 0.130, -0.420], [2.360, -1.774, 0.502]],
  "mulliken_charge": [-1.4717, 0.8133, -1.5904, -1.0957, 0.4392, -1.3810, -0.5355, 0.3820, 0.3452, 0.3406, 0.2465, 0.4092, 0.3265, 0.3938, 0.3913, 0.4135, 0.1438, 0.3424, 0.3317, 0.4039, 0.3515]
}